49
Properties=species:S:1:pos:R:3:forces:R:3 method="wB97M-V/def2-TZVPD" charge=0 homo_ha=-0.3014 relative_energy_ev=1.994
O -3.075909 -0.716331 -2.900949 -0.38 -0.18 -0.05
O 1.872695 3.733133 1.258491 0.50 0.64 -0.47
O 2.451205 1.345862 0.308144 -1.24 0.13 0.13
C -2.391463 -0.799769 -1.903074 0.28 -0.65 -0.16
C -1.467504 0.241912 -1.511840 1.00 0.56 0.82
C -0.733443 0.137120 -0.345323 0.09 1.21 -0.76
C -0.848865 3.236710 -3.782384 -0.77 -0.60 0.16
C 0.142465 3.810771 -2.984884 0.33 0.31 0.51
C -1.470339 2.050186 -3.391799 0.76 0.70 -0.09
C 0.559361 3.250631 -1.780196 -0.01 -0.41 -0.17
C -1.021835 1.466913 -2.194770 -1.79 -1.71 -0.69
C -0.042110 2.031382 -1.421280 0.91 0.87 1.65
N 0.115275 1.253467 -0.219686 -0.31 -0.66 -0.82
N -1.140767 -2.267027 -0.224200 -0.41 -0.28 -0.41
C -2.383890 -2.104124 -1.024950 0.90 1.19 0.06
C -0.623000 -1.746615 3.736875 -0.80 1.04 -0.64
C -0.046352 -2.762666 -1.072860 0.00 -0.39 0.48
C 1.185875 -3.010078 -0.202249 -0.60 -0.41 0.22
C 0.870189 2.815749 1.587872 1.22 -0.35 -0.19
C 0.307497 -2.152025 2.610606 -0.16 0.23 -0.59
C 1.600667 -1.721643 0.493489 1.11 -0.59 0.78
C 0.858640 0.279908 1.893906 -0.74 0.40 -0.23
C 1.099240 1.455656 0.865483 -0.47 -2.23 -0.49
C -0.824287 -1.045105 0.579176 1.23 -0.38 -1.30
C 0.489682 -1.145060 1.385637 0.14 -0.43 0.59
H 2.677909 3.249439 1.008864 -0.35 0.08 0.08
H 2.425716 0.605940 -0.344099 0.03 0.98 0.78
H -1.223231 3.733539 -4.676170 0.34 -0.02 0.14
H 0.575822 4.760357 -3.273984 0.03 -0.04 -0.08
H -2.252767 1.624970 -4.013729 0.13 -0.14 0.37
H 1.329387 3.715227 -1.162013 -0.31 -0.10 -0.19
H -2.572755 -2.945790 -1.700997 0.27 0.10 0.27
H -3.202390 -2.044599 -0.326798 -0.56 0.09 0.25
H -0.308365 -0.771541 4.133055 -0.10 -0.36 0.34
H -1.652105 -1.578369 3.325248 0.65 -0.34 0.58
H -0.639991 -2.509552 4.525583 -0.09 0.32 -0.21
H 0.204461 -2.054275 -1.860447 0.15 0.34 -0.31
H -0.348588 -3.700400 -1.603331 -0.03 0.68 0.65
H 1.991523 -3.345830 -0.854012 0.11 -0.22 0.17
H 0.941301 -3.786534 0.565984 0.35 0.44 -0.81
H -0.100890 3.236675 1.325183 0.03 -0.15 -0.09
H 0.921801 2.676514 2.667788 -0.29 -0.35 0.15
H -0.067129 -3.103657 2.240524 0.01 0.01 -0.36
H 1.265020 -2.387812 3.055617 0.58 0.17 -0.09
H 2.503048 -1.937287 1.151393 -0.91 0.42 -0.77
H 1.939406 -1.043793 -0.298018 -0.22 0.02 0.15
H 0.045414 0.625990 2.534945 -0.27 -0.01 -0.04
H 1.700844 0.248037 2.571474 0.53 -0.08 -0.05
H -1.636467 -0.906209 1.248706 -0.88 0.15 0.73

=====

51
Properties=species:S:1:pos:R:3:forces:R:3 method="wB97M-V/def2-TZVPD" charge=+4 s2=0.815 homo_ha="-0.7845 / -0.7846" multiplicity=2
V -1.032152 -0.040023 0.447976 -0.52 -0.28 0.38
Se -2.785997 0.534757 3.370520 0.08 0.07 0.09
Se -3.501135 -0.640745 1.457945 0.01 -0.05 -0.24
C -2.381719 -2.203810 1.575082 0.01 0.09 -0.11
C -2.734854 -3.403815 2.130758 -0.02 -0.05 -0.02
C -1.843229 -4.470504 1.970941 0.02 -0.01 0.02
C -0.669668 -4.285890 1.243004 -0.03 -0.04 0.01
C -0.382791 -3.041920 0.725137 -0.08 0.06 -0.01
N -1.226288 -1.994386 0.903187 0.11 -0.17 0.10
C -2.157439 1.997453 2.308571 0.02 -0.09 -0.04
C -2.381766 3.302706 2.684383 0.00 0.03 0.00
C -1.913890 4.332869 1.867781 -0.01 0.01 -0.01
C -1.227548 4.034777 0.687297 0.04 0.03 0.07
C -1.013352 2.717887 0.377048 -0.10 -0.04 -0.01
N -1.468995 1.700704 1.169229 0.03 0.38 0.02
H -3.678296 -3.527396 2.648619 0.00 0.01 0.00
H -2.076528 -5.439665 2.398099 0.00 0.00 -0.01
H 0.016113 -5.106930 1.076743 0.00 0.00 0.01
H 0.513060 -2.862957 0.147904 -0.06 -0.01 0.01
H -2.943107 3.521107 3.584924 0.00 0.01 0.00
H -2.102841 5.365465 2.141195 0.00 0.00 0.01
H -0.864257 4.816242 0.032876 0.01 0.00 0.01
H -0.456983 2.437794 -0.515279 -0.01 -0.01 -0.01
C 2.273880 -1.467712 1.488129 -0.01 -0.02 0.00
P 1.426828 -0.067261 0.716990 0.37 0.10 -0.15
C 1.800125 1.339463 1.800957 -0.04 0.00 0.00
C 2.111840 0.242027 -0.917288 0.04 -0.02 0.04
C 3.480905 0.464791 -1.050001 -0.01 0.01 -0.01
C 4.022125 0.718084 -2.305418 0.00 0.00 -0.01
C 3.204857 0.753706 -3.428848 0.01 0.00 0.01
C 1.838031 0.531514 -3.309506 0.00 0.00 0.02
C 1.286978 0.269940 -2.055171 -0.02 0.02 -0.04
P -0.462927 -0.103588 -1.933849 0.14 -0.05 -0.21
C -0.830078 -1.731424 -2.625848 -0.02 -0.01 0.04
C -1.445022 1.073352 -2.892490 -0.02 0.01 0.07
H 3.260461 -1.105846 1.791432 0.01 0.00 -0.01
H 2.415560 -2.286824 0.785667 0.04 0.01 0.02
H 1.754440 -1.811967 2.383405 0.00 0.02 0.00
H 2.888899 1.390167 1.893768 0.00 0.00 0.00
H 1.382467 1.182869 2.797347 0.00 -0.01 0.00
H 1.448353 2.280282 1.383235 0.01 0.01 0.00
H 4.139576 0.447067 -0.189296 0.00 0.00 0.00
H 5.086391 0.889986 -2.404540 0.00 0.00 0.00
H 3.632224 0.951106 -4.403709 0.00 0.00 0.00
H 1.222445 0.556736 -4.201120 0.00 0.00 0.00
H -0.560001 -1.684454 -3.686056 0.00 -0.01 0.00
H -1.895616 -1.955895 -2.552072 0.00 0.00 0.00
H -0.241119 -2.518558 -2.159774 0.02 0.00 0.00
H -1.222184 0.887209 -3.947978 -0.01 0.01 -0.01
H -1.192324 2.107799 -2.666505 0.01 0.00 0.00
H -2.513456 0.903710 -2.745397 0.00 -0.01 0.00

=====

49
Properties=species:S:1:pos:R:3:forces:R:3 method="wB97M-V/def2-TZVPD" charge=+1 homo_ha=-0.4080 relative_energy_ev=0.108
C -6.602457 -1.302603 1.510034 0.02 0.09 -0.16
H -6.402363 -0.558482 2.278091 0.01 0.05 0.11
H -5.985258 -2.174278 1.708811 0.06 -0.12 0.05
H -7.644816 -1.601833 1.585043 -0.13 -0.06 0.03
C -6.324870 -0.719017 0.117350 -0.21 -0.07 0.01
C -4.871531 -0.282606 0.046254 -0.05 0.18 -0.03
C -3.859938 -1.221037 0.246489 0.14 0.06 -0.02
C -2.527938 -0.870677 0.191953 0.14 0.13 -0.03
C -2.166060 0.445720 -0.068120 -0.14 -0.12 0.04
C -3.148480 1.395551 -0.271283 0.47 0.12 -0.02
C -4.483848 1.024341 -0.212411 -0.11 -0.20 0.04
H -5.220549 1.792412 -0.375932 -0.13 0.07 -0.02
H -2.901966 2.425246 -0.477340 0.04 0.11 -0.03
O -0.797371 0.697907 -0.094977 -0.18 -0.11 0.01
C -0.361102 2.013985 -0.379853 -0.20 0.25 -0.17
C 1.152625 1.928477 -0.361953 -0.07 -0.12 -0.06
O 1.908967 2.367717 -1.181264 0.01 0.07 -0.20
N 1.599207 1.190763 0.724603 0.02 -0.27 0.41
N 2.805878 0.541265 0.628368 -0.35 0.02 -0.14
C 4.066273 1.135559 1.037519 0.40 0.50 0.25
C 5.054765 0.124195 0.558327 -0.45 -0.41 -0.29
C 6.427849 0.081852 0.680215 -0.01 -0.04 -0.02
C 7.102232 -0.994154 0.117852 -0.11 0.13 0.06
C 6.422907 -2.006670 -0.552495 -0.08 -0.10 -0.07
C 5.046696 -1.975421 -0.681403 -0.13 0.16 0.08
C 4.366893 -0.900165 -0.118210 0.74 0.13 0.13
C 2.963213 -0.572230 -0.087427 -0.35 -0.04 0.07
N 1.952463 -1.230792 -0.621663 0.09 0.15 0.00
H 2.116264 -2.063030 -1.164102 0.03 0.05 0.01
H 4.523549 -2.762198 -1.201931 -0.03 -0.13 -0.08
H 6.979369 -2.826588 -0.977999 0.04 -0.07 -0.04
H 8.176567 -1.045659 0.200844 0.10 -0.01 0.01
H 6.965240 0.862244 1.194700 0.08 0.08 0.06
H 4.195111 2.107519 0.548128 -0.08 -0.11 0.01
H 4.091142 1.287700 2.120169 -0.05 -0.06 -0.07
H 1.009744 -0.859015 -0.589730 0.00 0.02 0.05
H 0.902678 0.780266 1.338639 0.26 -0.09 -0.10
H -0.688249 2.349386 -1.370230 0.12 -0.02 0.14
H -0.712534 2.726825 0.378336 0.00 -0.05 -0.07
H -1.757331 -1.610107 0.352785 0.08 -0.09 0.03
H -4.107591 -2.250622 0.450413 -0.06 -0.12 0.03
C -7.298612 0.437665 -0.120329 0.20 -0.17 0.04
H -7.162607 0.869455 -1.109031 -0.01 0.11 -0.11
H -8.319044 0.067714 -0.055913 -0.09 -0.03 0.00
H -7.177696 1.214281 0.631233 -0.01 0.14 0.06
C -6.576074 -1.787975 -0.955634 0.02 0.14 0.12
H -7.618243 -2.096356 -0.934313 -0.13 -0.07 0.00
H -6.355417 -1.390143 -1.943890 0.01 0.01 -0.12
H -5.959362 -2.667911 -0.795233 0.07 -0.13 0.00